1.
Entry from OMol25: 2 unconnected molecules or ions with the total composition C4H8N2O in a non-equilibrium geometry (ωB97M-V/def2-TZVPD).

Last column: Löwdin charge in e.
Element x y z (Å)
C  0.62705  1.50313  -2.18658  -0.04
C  0.73034  0.51179  -1.08369  -0.31
C  1.43871  -0.65824  -0.98935  -0.12
N  1.48015  -1.09771  0.31953  0.04
C  0.91206  -0.16696  1.01261  -0.23
N  0.38166  0.80170  0.21030  0.08
H  0.23297  2.46527  -1.83808  0.07
H  0.00472  1.19792  -3.03489  0.08
H  1.55033  1.79268  -2.65656  0.07
H  1.70432  -1.32424  -1.79230  0.10
H  0.85700  -0.14071  2.08793  0.11
H  -0.04450  1.63410  0.58149  0.15
O  -3.98589  -1.05753  2.19812  -0.07
H  -3.67963  -1.09901  3.12246  0.04
H  -3.49693  -0.30708  1.84228  0.02

Cartesian forces (eV/Å) of the 3 atoms listed first:
-1.03 0.67 -0.55
0.97 0.14 -0.17
-1.11 -0.55 0.17

Values from the calculation:
* gap between HOMO and LUMO: 9.10 eV
* E: -341.9582 a.u.
* molecular weight: 100.12 g/mol
* SMILES string: Cc1cnc[nH]1.O
* spin multiplicity: 1


2.
Entry from OMol25: a molecular structure, C2H3GaO2 in a non-equilibrium geometry (ωB97M-V/def2-TZVPD).

Last column: Löwdin charge in e.
Element x y z (Å)
C  -0.72577  -0.08632  0.64874  -0.15
C  -1.76937  0.37979  0.05039  -0.31
O  -2.60219  0.87275  -0.63945  0.20
H  -0.71205  -0.66756  1.56712  0.08
Ga  0.77485  1.24630  0.22133  0.97
O  1.56406  -0.21827  -0.67165  -0.08
H  0.97187  -1.08240  -0.60444  0.18
H  2.49860  -0.44430  -0.57206  0.12

Cartesian forces (eV/Å) of the 3 atoms listed first:
1.24 0.18 1.00
-4.06 2.15 -3.00
2.49 -1.70 2.26

Values from the calculation:
* gap between HOMO and LUMO (alpha / beta): 9.20 / 6.57 eV
* <S²>: 0.759
* E: -2152.9172 a.u.
* molecular weight: 128.77 g/mol
* spin multiplicity: 2
* charge: +1


3.
Entry from OMol25: C5H8O2 in the gas phase (ωB97M-V/def2-TZVPD).

Last column: Löwdin charge in e.
Element x y z (Å)
C  2.41126  0.14397  -0.63428  0.14
C  1.37091  0.47862  -0.12420  -0.08
C  0.11673  0.92068  0.52839  -0.39
O  0.30475  1.06193  1.92679  -0.03
C  -1.07098  -0.04921  0.32697  -0.12
C  -0.80458  -1.28012  -0.53879  -0.28
O  0.07544  -2.20155  0.06593  -0.06
H  3.33358  -0.13979  -1.09422  0.04
H  -0.13988  1.89537  0.08472  0.15
H  1.04856  1.66183  2.07066  0.10
H  -1.35731  -0.38429  1.32836  0.12
H  -1.91937  0.50632  -0.08941  0.12
H  -1.75014  -1.81207  -0.68101  0.12
H  -0.44377  -0.97602  -1.53478  0.12
H  0.95060  -1.78851  0.08306  0.05

Cartesian forces (eV/Å) of the 3 atoms listed first:
-0.42 0.16 0.18
0.44 -0.11 -0.20
-0.03 -0.07 -0.33

Values from the calculation:
* gap between HOMO and LUMO: 10.95 eV
* E: -345.7101 a.u.
* molecular weight: 100.12 g/mol
* SMILES string: C#C[C@H](O)CCO
* spin multiplicity: 1


4.
Entry from OMol25: 3 unconnected molecules or ions with the total composition C18H23F2IN2O8 in a non-equilibrium geometry (ωB97M-V/def2-TZVPD).

Last column: Löwdin charge in e.
Element x y z (Å)
H  -3.01266  1.85523  -2.29907  0.05
N  -2.09642  1.46246  -1.99541  0.09
C  -2.04793  1.50968  -0.65610  -0.18
C  -3.32697  2.12787  0.11082  -0.11
C  -2.93897  3.40705  1.07356  -0.33
C  -4.34859  4.22656  1.08912  -0.15
C  -5.57123  4.74232  1.03626  0.08
C  -2.31218  3.02669  2.54148  -0.21
N  -2.93515  1.90710  3.31507  0.11
C  -2.41203  0.56899  2.92980  -0.29
O  -3.24346  -0.40504  2.95025  0.11
F  -1.07936  0.27416  2.49572  0.07
C  -2.56677  2.08404  4.75134  -0.26
O  -1.45128  1.64871  5.17651  0.14
F  -3.46721  2.71186  5.68161  0.07
O  -0.84746  3.20184  2.62367  0.01
C  -0.42114  4.13184  1.60924  -0.39
O  0.74934  4.64825  1.54361  0.05
C  -1.67451  4.32960  0.58740  -0.49
I  -2.15110  6.47289  0.84995  0.91
H  -1.14500  1.10381  -0.05457  0.12
H  -3.90184  1.33749  0.75181  0.13
H  -4.12611  2.55703  -0.62371  0.12
H  -6.65525  4.89327  0.64729  0.07
H  -2.66670  3.95567  3.15592  0.18
H  -1.27033  4.17896  -0.47857  0.12
C  3.08385  -0.69529  -2.86924  -0.07
C  1.65484  -1.02529  -2.48608  -0.24
O  0.72500  -0.21812  -3.22909  -0.01
C  0.27898  -0.51060  -4.46550  -0.53
C  0.96567  -1.59136  -5.25165  0.00
O  -0.62049  0.13928  -4.95957  0.08
H  3.27861  -0.91008  -3.92241  0.07
H  3.78676  -1.26907  -2.26348  0.07
H  3.28131  0.37124  -2.72259  0.09
H  1.42495  -2.08914  -2.59237  0.12
H  1.50070  -0.78126  -1.43496  0.10
H  1.72203  -1.13743  -5.89554  0.10
H  0.21883  -2.09425  -5.87105  0.09
H  1.42199  -2.36161  -4.63685  0.07
C  2.89449  -5.83274  0.76554  -0.07
C  4.03114  -4.88011  0.45361  -0.23
O  3.54493  -3.69018  -0.18737  0.00
C  3.05662  -2.61792  0.46577  -0.48
C  2.74283  -2.73486  1.92986  0.02
O  2.81106  -1.59504  -0.14235  0.07
H  2.17913  -5.39219  1.46282  0.07
H  3.27677  -6.75886  1.20096  0.08
H  2.33909  -6.07512  -0.14567  0.09
H  4.62882  -4.63473  1.33547  0.12
H  4.71197  -5.35535  -0.25755  0.12
H  1.68602  -2.98391  2.04874  0.10
H  2.94178  -1.77011  2.40291  0.10
H  3.35266  -3.46426  2.45462  0.07

Cartesian forces (eV/Å) of the 3 atoms listed first:
0.76 -0.28 0.23
0.23 0.13 4.43
-1.71 0.38 -2.89

Values from the calculation:
* gap between HOMO and LUMO: 8.71 eV
* E: -1908.2540 a.u.
* molecular weight: 560.29 g/mol
* SMILES string: [H]/N=C\C[C@@]1(C#C)[C@@H](N(C(=O)F)C(=O)F)OC(=O)[C@@H]1I.CCOC(C)=O.CCOC(C)=O
* spin multiplicity: 1


5.
Entry from OMol25: a molecular structure, C38H29BrN3O10PSW in a non-equilibrium geometry (ωB97M-V/def2-TZVPD).

Last column: Löwdin charge in e.
Element x y z (Å)
W  0.63481  -0.56017  0.89324  1.85
Br  6.70607  2.63706  -1.57363  0.73
C  5.38863  1.74591  -0.54155  -0.69
C  5.12908  2.17208  0.76052  -0.10
C  4.14888  1.54579  1.50172  0.01
C  3.39415  0.49644  0.97193  -0.32
O  2.43308  -0.03904  1.68876  -0.20
C  3.71653  0.03058  -0.33811  -0.14
C  3.14986  -1.18885  -0.80746  0.00
N  2.20696  -1.75530  -0.11786  -0.02
C  1.86925  -3.10310  -0.18051  -0.19
C  2.18435  -4.01879  -1.16265  0.01
C  1.84798  -5.36672  -0.98992  -0.06
C  1.22541  -5.80825  0.15092  -0.02
C  0.89921  -4.89911  1.17724  -0.15
C  0.26618  -5.25385  2.38761  0.02
C  0.05571  -4.28724  3.33546  -0.01
C  0.43815  -2.96591  3.08803  -0.06
N  0.98542  -2.58179  1.94999  0.02
C  1.21589  -3.53464  1.00279  -0.15
C  4.70808  0.68717  -1.08455  -0.07
H  5.69372  2.99503  1.17604  0.11
H  3.92691  1.87489  2.50876  0.13
H  3.61598  -1.70506  -1.64309  0.14
H  2.67949  -3.69568  -2.06876  0.12
H  2.09346  -6.07495  -1.77043  0.11
H  0.98887  -6.85669  0.27995  0.12
H  -0.03499  -6.28165  2.54741  0.13
H  -0.41830  -4.53123  4.27551  0.12
H  0.27916  -2.19024  3.82881  0.12
H  4.93018  0.34807  -2.08882  0.11
O  -0.98071  -0.27240  4.55955  0.10
C  -0.87664  0.14962  3.43498  -0.62
O  0.23495  0.05185  2.72457  -0.27
C  -1.99690  0.87986  2.71250  -0.20
P  -1.37887  1.36033  1.03199  1.13
C  -0.61044  2.98899  1.45434  -0.30
C  -1.30199  4.18624  1.27328  -0.08
C  -0.72078  5.39782  1.61715  -0.08
C  0.55854  5.43258  2.14765  -0.09
C  1.25365  4.24796  2.34004  -0.07
C  0.67997  3.03430  1.99366  -0.08
C  -2.91670  1.91840  0.20434  -0.37
C  -2.80333  2.42133  -1.09138  -0.10
C  -3.93049  2.73717  -1.82950  -0.07
C  -5.19258  2.54459  -1.28576  -0.08
C  -5.31281  2.06285  0.00793  -0.07
C  -4.18350  1.75345  0.75240  -0.08
H  -2.33111  1.73465  3.29784  0.12
H  -2.82095  0.17546  2.61419  0.07
H  -2.30092  4.16710  0.85833  0.10
H  -1.27389  6.31651  1.46814  0.10
H  1.00748  6.38016  2.41712  0.10
H  2.25201  4.27254  2.75929  0.10
H  1.23563  2.12533  2.14901  0.07
H  -1.82068  2.54125  -1.53257  0.10
H  -3.82622  3.10782  -2.84164  0.11
H  -6.07769  2.76309  -1.86918  0.10
H  -6.29179  1.89636  0.43898  0.11
H  -4.32002  1.36870  1.75200  0.10
O  1.16518  0.98265  -0.11462  -0.34
C  0.77624  1.49712  -1.27376  -0.15
C  0.23491  0.71579  -2.30006  -0.15
C  0.01054  1.24571  -3.58475  0.05
C  -0.39860  0.42194  -4.60987  -0.16
C  -0.58243  -0.94568  -4.41413  0.01
C  -0.41661  -1.47434  -3.14708  0.01
C  -0.06028  -0.66533  -2.07431  -0.29
O  -0.01262  -1.17525  -0.85537  -0.27
N  -0.61992  0.99151  -5.93199  -0.36
O  -0.52971  2.20048  -6.05754  0.07
O  -0.87910  0.22762  -6.84614  0.07
H  1.00787  2.54640  -1.42298  0.14
H  0.19201  2.29564  -3.77003  0.13
H  -0.85829  -1.56625  -5.25306  0.12
H  -0.59198  -2.52754  -2.96640  0.12
C  -2.27162  -3.37261  -0.15732  -0.11
S  -2.46731  -1.76885  0.58912  0.47
O  -3.57018  -1.83612  1.50465  -0.28
O  -2.58587  -0.80922  -0.47692  -0.31
O  -1.14988  -1.56386  1.34131  -0.50
H  -3.09881  -3.51292  -0.84866  0.08
H  -2.28775  -4.12126  0.63219  0.07
H  -1.31717  -3.36427  -0.67890  0.04

Cartesian forces (eV/Å) of the 3 atoms listed first:
0.05 -0.13 0.61
0.00 0.00 0.04
0.10 0.02 -0.27

Values from the calculation:
* gap between HOMO and LUMO (alpha / beta): 5.05 / 7.08 eV
* <S²>: 2.036
* E: -5762.8090 a.u.
* molecular weight: 1014.45 g/mol
* spin multiplicity: 3


6.
Entry from OMol25: a molecular structure, C4H3O6Sr in a non-equilibrium geometry (ωB97M-V/def2-TZVPD).

Last column: Löwdin charge in e.
Element x y z (Å)
C  0.95201  0.86762  -1.16540  0.03
C  1.26586  0.80676  0.16371  -0.16
O  0.24437  0.56679  1.04958  -0.19
C  0.39618  0.60043  2.47421  -0.73
O  1.39089  1.06562  2.96385  0.13
O  -0.67656  0.12346  2.94980  -0.29
H  0.00397  1.36058  -1.40175  0.08
H  2.26618  0.63818  0.56165  0.13
H  1.78741  0.94002  -1.86172  0.07
O  -0.32724  -1.09410  -2.09406  0.10
O  -1.79211  -2.57452  -2.47433  0.14
O  -2.13099  -1.19488  -0.76049  -0.28
C  -1.45442  -1.61000  -1.75067  -0.88
Sr  -1.92553  -0.49597  1.34562  1.86

Cartesian forces (eV/Å) of the 3 atoms listed first:
1.02 2.16 2.54
0.20 -1.23 -2.28
-0.42 0.41 -0.03

Values from the calculation:
* gap between HOMO and LUMO (alpha / beta): 7.85 / 7.49 eV
* <S²>: 0.759
* E: -636.3865 a.u.
* molecular weight: 234.68 g/mol
* spin multiplicity: 2